The following is a quantum chemistry calculation of 16 unconnected molecules or ions with the total composition C28H94O34P6, from the OMol25 dataset.

Results
Relative energy (zero: lowest compared OMol25 entry of this formula, charge and spin) = 140.9 kcal per mole
Highest occupied orbital energy = -9.59 eV
Kohn-Sham gap = 9.68 eV

XYZ file:
```
162
Properties=species:S:1:pos:R:3:mulliken_charge:R:1
C -8.3372 -3.4126 8.5584 -0.53
O -7.2341 -2.5215 8.6329 -0.48
H -8.8173 -3.2516 7.5932 0.25
H -7.9630 -4.4364 8.5604 0.22
H -9.0951 -3.2653 9.3278 0.22
H -7.4480 -1.8502 7.9808 0.32
C -8.5600 6.1463 20.1307 -0.51
O -9.5441 7.1561 20.1026 -0.51
H -8.4163 5.6887 19.1519 0.24
H -7.5713 6.5363 20.3726 0.25
H -8.7358 5.3189 20.8182 0.21
H -9.8237 7.3171 19.1984 0.32
C -10.0933 -0.4503 17.4795 -0.50
O -10.7735 0.6470 16.9009 -0.47
H -10.4870 -0.7512 18.4504 0.24
H -10.2604 -1.2420 16.7491 0.25
H -9.0237 -0.2585 17.5648 0.20
H -11.7200 0.4864 16.9087 0.30
C -5.4199 8.5386 11.0742 -0.45
O -4.2986 8.4009 11.8983 -0.51
H -5.2606 9.0246 10.1116 0.26
H -5.6450 7.4852 10.9077 0.20
H -6.2480 8.9595 11.6446 0.19
H -3.4998 8.5559 11.3889 0.31
C -13.5491 10.2181 1.8648 -0.51
O -12.7437 9.6739 2.9188 -0.49
H -13.3415 9.7355 0.9098 0.23
H -14.6162 10.1850 2.0847 0.24
H -13.3449 11.2827 1.7502 0.24
H -12.9502 10.1800 3.7080 0.29
C -9.9666 11.7507 9.1023 -0.48
O -8.7026 12.2035 8.8591 -0.51
H -10.4634 12.3877 9.8341 0.21
H -10.5803 11.7553 8.2015 0.24
H -9.9401 10.7573 9.5500 0.23
H -8.4570 11.8224 8.0129 0.31
C -4.4712 -1.5929 13.7663 -0.47
O -3.3036 -1.0912 14.3413 -0.51
H -4.4384 -2.6816 13.7239 0.25
H -5.2501 -1.4655 14.5181 0.21
H -4.7792 -1.1008 12.8438 0.22
H -3.1739 -1.4474 15.2232 0.30
C -14.8061 -2.1008 12.1448 -0.49
O -15.4532 -2.6260 10.9822 -0.50
H -15.5052 -2.2159 12.9731 0.23
H -13.9022 -2.6726 12.3549 0.24
H -14.4252 -1.0799 12.1736 0.22
H -15.5062 -1.9233 10.3303 0.31
C -5.6356 2.3276 20.7121 -0.56
O -4.8891 3.2588 21.4355 -0.49
H -5.8490 2.7090 19.7136 0.21
H -5.0715 1.4092 20.5500 0.29
H -6.5581 2.1021 21.2473 0.24
H -4.9896 2.9110 22.3246 0.31
C -10.3552 10.6071 15.4833 -0.50
O -10.3821 9.2539 15.8098 -0.48
H -9.6113 10.6624 14.6885 0.23
H -11.2558 11.1190 15.1441 0.22
H -9.9362 11.1342 16.3404 0.22
H -10.3120 8.7179 15.0164 0.31
C -16.2382 3.7631 9.0576 -0.68
O -15.6019 3.4576 7.8437 -0.18
P -16.0449 2.2488 6.8126 0.93
O -16.0497 0.9145 7.4842 -0.65
O -17.4501 2.7571 6.2622 -0.31
C -17.9469 2.3314 4.9828 -0.63
O -15.0560 2.3578 5.5084 -0.29
C -13.9368 1.4651 5.2577 -0.67
H -16.8918 2.9585 9.3944 0.31
H -16.7691 4.7063 8.9285 0.26
H -15.5783 3.8430 9.9215 0.26
H -18.3182 3.1412 4.3548 0.26
H -18.7750 1.6274 5.0652 0.29
H -17.2257 1.7779 4.3815 0.26
H -12.9792 1.9794 5.1764 0.29
H -14.1559 0.8575 4.3796 0.26
H -13.7115 0.8044 6.0948 0.30
C -18.9330 3.1567 17.7462 -0.70
O -17.8517 2.2842 17.6705 -0.32
P -16.6746 2.4160 16.5875 1.00
O -15.6587 1.3447 16.6403 -0.68
O -17.4455 2.6403 15.1454 -0.23
C -18.5532 1.8542 14.7418 -0.74
O -16.0507 3.8707 16.9006 -0.31
C -14.8651 4.3738 16.2771 -0.59
H -19.8842 2.6249 17.7691 0.26
H -18.9304 3.9455 16.9940 0.35
H -18.7686 3.6505 18.7039 0.27
H -18.7197 0.9986 15.3963 0.34
H -18.3118 1.3999 13.7809 0.29
H -19.4899 2.4115 14.7325 0.27
H -14.7921 3.9712 15.2668 0.29
H -14.0188 4.0824 16.8990 0.24
H -14.8894 5.4634 16.2594 0.24
C -0.4654 4.4008 5.9304 -0.62
O -0.2402 5.3571 6.8742 -0.33
P -0.5514 5.0058 8.4648 1.02
O -0.5698 6.2053 9.3807 -0.71
O -1.9193 4.1199 8.3906 -0.20
C -1.9861 2.9621 9.2345 -0.61
O 0.6530 3.9735 8.8738 -0.33
C 2.0140 4.3184 8.6691 -0.67
H 0.3007 4.3922 5.1550 0.28
H -1.3857 4.6045 5.3828 0.22
H -0.4662 3.4097 6.3841 0.29
H -2.7935 3.0222 9.9643 0.25
H -1.0975 2.8511 9.8560 0.32
H -2.1852 2.1193 8.5726 0.26
H 2.0641 5.4039 8.5839 0.32
H 2.3555 3.8471 7.7475 0.25
H 2.6871 3.9179 9.4272 0.26
C -4.3755 -0.0514 3.2820 -0.74
O -4.7507 1.2890 3.5381 -0.20
P -6.3004 1.6871 3.7298 0.94
O -7.0071 1.0715 4.8940 -0.64
O -6.2553 3.2972 3.6777 -0.29
C -6.1231 4.1399 4.8553 -0.63
O -6.9423 1.3300 2.2831 -0.34
C -6.2901 1.7670 1.1060 -0.62
H -3.9934 -0.2422 2.2791 0.26
H -5.2469 -0.6660 3.5080 0.35
H -3.5628 -0.3301 3.9527 0.27
H -6.0703 3.5184 5.7491 0.31
H -6.9983 4.7897 4.8608 0.24
H -5.2718 4.8150 4.7673 0.26
H -5.6946 2.6787 1.1541 0.30
H -7.0605 1.9844 0.3662 0.28
H -5.6509 0.9583 0.7515 0.24
C -15.7911 10.3140 10.9245 -0.74
O -15.1357 10.7877 9.7415 -0.28
P -15.9935 10.7327 8.3460 0.94
O -15.2972 11.2815 7.1491 -0.67
O -17.3652 11.4581 8.8053 -0.32
C -17.1738 12.8520 9.2827 -0.72
O -16.3608 9.1184 8.1855 -0.20
C -17.2481 8.7137 7.1713 -0.69
H -15.6794 11.0297 11.7389 0.29
H -15.3835 9.3686 11.2824 0.28
H -16.8512 10.0942 10.7977 0.34
H -17.2961 12.9535 10.3610 0.28
H -17.9015 13.5375 8.8484 0.30
H -16.1984 13.2860 9.0627 0.33
H -17.5042 9.5155 6.4788 0.34
H -18.1393 8.2781 7.6231 0.25
H -16.7974 7.9460 6.5424 0.26
C -10.8058 1.9519 10.5203 -0.74
O -10.9937 3.0573 11.3643 -0.14
P -10.0026 4.3103 11.3908 0.93
O -10.4874 5.4165 12.2640 -0.65
O -9.7213 4.7371 9.8135 -0.28
C -10.7122 5.4047 9.0835 -0.75
O -8.5845 3.7316 11.8838 -0.27
C -8.4159 3.2383 13.2168 -0.76
H -11.7003 1.4986 10.0930 0.30
H -10.2300 1.1370 10.9592 0.25
H -10.3441 2.3045 9.5980 0.30
H -11.5000 5.7844 9.7341 0.35
H -11.1637 4.7021 8.3831 0.27
H -10.3575 6.2249 8.4594 0.27
H -7.3987 3.3369 13.5959 0.28
H -8.5938 2.1635 13.2533 0.28
H -9.0191 3.6790 14.0105 0.33
```



The following is a quantum chemistry calculation of a molecular structure, C29H19BeF5N4O3S2, from the OMol25 dataset.

Results
Relative energy (zero: lowest compared OMol25 entry of this formula, charge and spin) = 16.6 kcal per mole
Highest occupied orbital energy = -8.44 eV
Kohn-Sham gap = 6.91 eV

XYZ file:
```
63
Properties=species:S:1:pos:R:3:nbo_charge:R:1
Be 1.8253 -1.9379 1.2784 1.65
C 3.5966 3.2179 1.0366 -0.19
C 2.3393 3.3270 1.6210 -0.22
C 1.7034 2.1569 2.1373 -0.23
C 2.3846 0.9137 1.9708 0.16
C 3.6463 0.8363 1.4668 -0.23
C 4.3060 2.0063 1.0226 -0.18
N 1.6746 -0.3287 2.2653 -0.27
N 0.7317 -0.2000 3.0681 -0.11
C -0.0686 -1.4085 3.0816 0.29
C -1.2393 -1.3852 3.7584 -0.20
C -2.0072 -2.5519 3.7992 -0.12
C -1.5769 -3.6223 3.0339 -0.25
C -0.3801 -3.4704 2.3454 0.10
N 0.4289 -2.4560 2.4548 -0.56
H 4.1329 4.1518 0.7842 0.22
H 1.9204 4.3261 1.7466 0.22
H 0.6848 2.1767 2.5334 0.24
H 4.1601 -0.1254 1.4094 0.25
H 5.3189 2.0047 0.7112 0.23
H -1.4158 -0.6044 4.4275 0.24
H -2.9230 -2.7448 4.3685 0.24
H -2.0115 -4.6308 3.0118 0.24
H -0.0246 -4.2538 1.6877 0.22
O 5.3508 -1.4925 0.4081 -0.93
S 4.7181 -2.5947 1.1468 1.44
N 3.2907 -2.6366 1.3305 -1.36
O -2.9805 -0.2327 1.3003 -0.99
S -1.8774 0.4423 0.5682 1.30
C -2.4451 2.0304 0.0648 -0.29
C -1.5013 3.0746 0.1876 -0.19
C -1.9374 4.3952 -0.0438 -0.21
C -3.2602 4.6253 -0.3702 -0.20
C -4.1592 3.5797 -0.5758 -0.19
C -3.7784 2.2853 -0.2429 -0.19
C -1.9255 -0.3330 -1.0292 -0.27
C -2.3844 -1.6249 -1.0079 -0.20
C -2.3991 -2.3717 -2.2003 -0.20
C -1.9319 -1.8475 -3.3672 -0.23
C -1.4627 -0.5473 -3.3179 -0.14
C -1.5242 0.2670 -2.2134 -0.25
H -0.5067 2.8565 0.4683 0.23
H -1.2170 5.1721 0.0284 0.22
H -3.5276 5.6608 -0.6258 0.22
H -5.1972 3.7880 -0.8717 0.22
H -4.5171 1.4375 -0.1493 0.25
H -2.7410 -2.0585 -0.0830 0.24
H -2.8359 -3.3406 -2.2231 0.21
H -1.8574 -2.4756 -4.3235 0.23
H -1.1142 -0.2291 -4.3185 0.21
H -1.1338 1.2454 -2.2091 0.23
F 1.9283 -0.7419 -5.2730 -0.29
C 1.6984 -0.9402 -3.9698 0.23
C 1.6559 0.0972 -3.0678 0.26
F 1.7253 1.4087 -3.4385 -0.30
C 1.4765 -0.1645 -1.7358 0.30
F 1.3157 0.8239 -0.8297 -0.33
C 1.3108 -1.4793 -1.2292 0.22
O 0.9404 -1.8287 0.0031 -0.97
C 1.3365 -2.5166 -2.1681 0.27
F 1.0847 -3.7436 -1.7657 -0.29
C 1.5508 -2.2012 -3.4947 0.31
F 1.6256 -3.1864 -4.3816 -0.30
```



The following is a quantum chemistry calculation of a molecular structure, C29H19BrClCrN3O5S, from the OMol25 dataset.

Results
⟨S²⟩ = 0.814
Spin multiplicity = 2
Relative energy (zero: lowest compared OMol25 entry of this formula, charge and spin) = 64.2 kcal per mole
Highest occupied orbital energy (spin up / spin down) = -2.51 / -2.39 eV
Net charge = -1
Kohn-Sham gap (spin up / spin down) = 4.48 / 4.17 eV

XYZ file:
```
60
Properties=species:S:1:pos:R:3:nbo_charge:R:1
Cr -0.5774 -0.4942 0.9709 0.82
Cl -0.6636 -1.2037 -6.8363 -0.04
C -0.6801 -0.3344 -5.3247 -0.05
C -1.1473 0.9654 -5.3008 -0.26
C -1.1481 1.6161 -4.0794 -0.29
C -0.6933 1.0254 -2.9109 0.34
O -0.7258 1.7207 -1.7229 -0.64
C -0.2056 -0.3106 -2.9143 -0.10
C 0.3377 -1.1605 -1.8978 -0.06
N 0.5730 -1.1034 -0.5793 -0.42
C 1.3865 -2.1128 -0.0755 0.16
C 2.0126 -3.1300 -0.7969 -0.27
C 2.8805 -4.0223 -0.1681 -0.19
C 3.2259 -3.8851 1.1563 -0.24
C 2.6226 -2.8771 1.9302 -0.09
C 2.9156 -2.6328 3.2913 -0.19
C 2.1954 -1.6807 3.9704 -0.25
C 1.1798 -0.9831 3.3190 0.02
N 0.9130 -1.1532 2.0274 -0.39
C 1.6446 -2.0534 1.3218 0.23
C -0.2348 -0.9474 -4.1842 -0.21
H -1.5112 1.4598 -6.1891 0.22
H -1.5104 2.6318 -4.0551 0.23
H 0.6428 -2.0974 -2.3531 0.15
H 1.8317 -3.2557 -1.8532 0.21
H 3.3078 -4.8283 -0.7526 0.20
H 3.9466 -4.5491 1.6176 0.20
H 3.7128 -3.1843 3.7739 0.21
H 2.3989 -1.4666 5.0109 0.21
H 0.5759 -0.2467 3.8341 0.21
H 0.1050 -1.9733 -4.2348 0.21
Br 2.5084 1.2755 0.6559 0.07
C 0.9866 2.0370 1.5026 0.15
C 1.1339 3.3225 1.9835 -0.26
C 0.0538 3.9383 2.5986 -0.20
C -1.0968 3.1824 2.7713 -0.21
C -1.1527 1.8984 2.2831 0.08
N -0.1402 1.2982 1.5791 -0.42
C -2.2745 0.9511 2.6404 0.75
O -3.2659 1.3522 3.2345 -0.66
O -1.9803 -0.2589 2.3416 -0.68
H 2.0807 3.8259 1.8583 0.23
H 0.1150 4.9659 2.9293 0.21
H -1.9712 3.5565 3.2862 0.25
O -1.5142 -2.3774 0.5236 -0.66
C -2.3877 -1.7563 -0.1229 0.65
O -2.3058 -0.5283 -0.3710 -0.70
H -3.2663 -2.3159 -0.4973 0.09
S -1.1181 3.3259 -1.7720 0.57
C -2.8797 3.3104 -1.9186 -0.11
C -3.6252 2.1724 -1.6415 -0.27
C -5.0000 2.2116 -1.8189 -0.18
C -5.6268 3.3732 -2.2464 -0.24
C -4.8738 4.5110 -2.5039 -0.21
C -3.4979 4.4817 -2.3469 -0.28
H -3.1408 1.2683 -1.2925 0.28
H -5.5802 1.3209 -1.6159 0.22
H -6.7010 3.3911 -2.3809 0.21
H -5.3560 5.4197 -2.8425 0.20
H -2.8914 5.3555 -2.5585 0.21
```



The following is a quantum chemistry calculation of a molecular structure, C29H19F18InN6O6S3, from the OMol25 dataset.

Results
Relative energy (zero: lowest compared OMol25 entry of this formula, charge and spin) = 36.7 kcal per mole
Highest occupied orbital energy = -2.23 eV
Net charge = -2
Kohn-Sham gap = 6.42 eV

XYZ file:
```
82
Properties=species:S:1:pos:R:3:mulliken_charge:R:1
In 0.0309 -0.0099 0.4082 3.66
C 4.7036 -2.6637 -3.7069 -1.75
C 3.6532 -2.5388 -2.6342 0.71
C 3.9020 -2.9098 -1.3225 -1.27
C 2.9304 -2.7430 -0.3583 0.07
C 1.6668 -2.2241 -0.6492 -0.65
N 0.7379 -2.0065 0.3911 0.46
C 0.3050 -3.0209 1.2007 1.37
C 0.8685 -4.3179 1.1023 -0.85
C 0.6230 -5.3206 2.0153 -1.35
C -0.2302 -5.1186 3.0908 0.42
C -0.4787 -6.1744 4.1370 -1.53
C -0.9116 -3.9111 3.1107 -0.74
C -0.7389 -2.8904 2.1769 -0.86
C -1.8052 -1.7634 2.1884 1.52
O -1.7113 -0.7928 1.2521 -1.35
C -1.8591 -1.0648 3.5952 0.53
F -0.6264 -0.7612 4.0166 -0.18
F -2.5491 0.0868 3.5469 -0.30
F -2.4376 -1.7982 4.5812 -0.30
C -3.2104 -2.4017 1.8988 0.28
F -4.1768 -1.4633 1.9211 -0.28
F -3.6214 -3.3632 2.7607 -0.30
F -3.2185 -2.9551 0.6840 -0.18
C 1.4077 -1.8208 -1.9811 -0.80
C 2.4116 -1.9990 -2.9319 -0.59
C 0.0479 -1.1971 -2.3949 2.02
O -0.4542 -0.2329 -1.5721 -1.21
C -0.9796 -2.3666 -2.5514 0.26
F -2.1400 -1.9598 -3.1003 -0.30
F -1.2779 -2.9234 -1.3813 -0.09
F -0.5050 -3.3541 -3.3482 -0.32
C 0.1332 -0.4644 -3.7775 0.00
F 0.3129 -1.2898 -4.8437 -0.30
F -0.9853 0.2204 -4.0370 -0.28
F 1.1394 0.4165 -3.7871 -0.09
H 5.6021 -3.1451 -3.3176 0.39
H 4.9884 -1.6807 -4.0884 0.31
H 4.3434 -3.2538 -4.5532 0.35
H 4.8781 -3.2881 -1.0378 0.23
H 3.1515 -2.9789 0.6732 0.67
H 1.5386 -4.5257 0.2827 0.63
H 1.1167 -6.2800 1.8860 0.26
H 0.1515 -7.0486 3.9612 0.36
H -1.5198 -6.5104 4.1358 0.30
H -0.2597 -5.8070 5.1431 0.33
H -1.6556 -3.7781 3.8833 0.53
H 2.2415 -1.7042 -3.9557 0.51
N 3.4418 -1.6136 3.4662 -0.53
C 3.0581 -0.5395 2.6829 0.26
S 4.0329 -0.0364 1.4061 -0.37
N 1.9550 0.0434 3.1406 -1.28
N 1.2261 0.7803 2.2970 1.24
C 0.6692 1.8308 2.7861 -1.59
C -0.3980 2.5136 2.0708 1.61
C -0.9581 3.6965 2.5410 -1.05
C -2.0220 4.2520 1.8590 -0.53
C -2.5102 3.6290 0.7206 -0.86
C -1.8937 2.4689 0.2965 -0.57
N -0.8724 1.9349 0.9624 0.31
H 4.1761 -2.1655 3.0566 0.28
H 2.6772 -2.1245 3.8819 0.27
H 0.9516 2.1817 3.7738 0.42
H -0.5490 4.1585 3.4294 0.52
H -2.4658 5.1762 2.2080 0.40
H -3.3317 4.0401 0.1527 0.52
H -2.2087 1.9433 -0.5954 0.48
F 2.6172 3.6843 0.8399 -0.13
C 3.3349 3.5356 -0.2649 0.40
F 3.5302 4.7469 -0.8106 -0.25
F 4.5321 3.0519 0.0538 -0.23
S 2.5067 2.3930 -1.5024 0.99
O 1.6935 1.5017 -0.7097 -0.83
O 3.5978 1.8417 -2.2399 -0.73
N 1.6940 3.3547 -2.4466 -0.61
S 0.3592 4.0803 -2.0522 1.17
O 0.2944 4.5276 -0.6844 -0.63
O -0.8265 3.5152 -2.6318 -0.68
C 0.6131 5.6236 -3.0231 0.39
F 0.7169 5.3814 -4.3321 -0.23
F -0.4476 6.4285 -2.8380 -0.24
F 1.7014 6.2878 -2.6316 -0.22
```



The following is a quantum chemistry calculation of a molecular structure, C29H19NO4PRh, from the OMol25 dataset.

Results
Highest occupied orbital energy = -8.48 eV
Kohn-Sham gap = 6.99 eV

XYZ file:
```
55
Properties=species:S:1:pos:R:3:nbo_charge:R:1
Rh -0.9399 0.8859 -0.4411 0.92
O 1.5386 4.0199 0.9043 -0.62
C 0.6235 3.3055 0.5427 0.75
O 0.3237 2.1439 0.9498 -0.72
C -0.3464 3.8208 -0.5414 0.13
C -0.1944 4.9599 -1.3110 -0.23
C -1.1677 5.2577 -2.2620 -0.14
C -2.2688 4.4156 -2.3978 -0.22
C -2.3313 3.2890 -1.5974 0.12
N -1.3813 2.9955 -0.7164 -0.43
C -3.4558 2.2141 -1.5859 0.76
O -4.5637 2.5411 -1.9523 -0.61
O -3.0398 1.1016 -1.1603 -0.74
H 0.6686 5.5856 -1.1539 0.25
H -1.0778 6.1361 -2.8850 0.22
H -3.0580 4.6110 -3.1062 0.25
C -1.3577 -5.9099 0.3755 -0.18
C -1.1397 -5.2009 1.5464 -0.23
C -0.8612 -3.8457 1.5025 -0.13
C -0.7837 -3.1988 0.2751 -0.35
C -1.0097 -3.9126 -0.8988 -0.18
C -1.2917 -5.2635 -0.8499 -0.21
P -0.4431 -1.4140 0.0748 1.04
C -0.6164 -0.7475 1.7748 -0.39
C 0.4380 -0.3679 2.6006 -0.13
C 0.1675 0.1791 3.8427 -0.19
C -1.1407 0.3479 4.2666 -0.20
C -2.1959 -0.0180 3.4451 -0.20
C -1.9387 -0.5474 2.1939 -0.23
C 1.3403 -1.3710 -0.2944 -0.35
C 2.2614 -2.2982 0.1472 -0.19
C 3.6206 -2.1051 -0.1149 -0.21
C 4.0455 -1.0028 -0.8125 -0.15
C 3.1278 -0.0689 -1.3347 -0.08
C 3.5218 1.0581 -2.0810 -0.17
C 2.5862 1.9219 -2.5949 -0.20
C 1.2208 1.6976 -2.3991 -0.27
C 0.7895 0.6481 -1.6078 -0.01
C 1.7426 -0.2606 -1.0755 -0.01
H -1.5825 -6.9659 0.4155 0.22
H -1.1927 -5.7073 2.4993 0.22
H -0.6913 -3.2893 2.4127 0.22
H -0.9588 -3.3861 -1.8420 0.22
H -1.4694 -5.8093 -1.7645 0.22
H 1.4581 -0.4957 2.2706 0.22
H 0.9824 0.4723 4.4871 0.22
H -1.3413 0.7725 5.2388 0.22
H -3.2153 0.1087 3.7805 0.22
H -2.7566 -0.8493 1.5464 0.23
H 1.9318 -3.1666 0.7015 0.22
H 4.3364 -2.8217 0.2606 0.22
H 5.1005 -0.8372 -0.9729 0.22
H 4.5737 1.2300 -2.2600 0.21
H 2.9032 2.7802 -3.1681 0.22
H 0.5088 2.3619 -2.8731 0.22
```



Record-wise max |F| values, in eV/A: 3.868 2.737 1.843 0.639 2.765
Record-wise DFT total energy values, in eV: -155912.728 -78142.999 -166912.758 -138206.879 -52357.831